{
  "formula": "CH3IO",
  "method": "ωB97M-V with the def2-TZVPD basis set",
  "de_lowest_kj_mol": 151.5,
  "lumo_energy_ev": -1.36,
  "charge": 0,
  "orbital_gap_ev": 8.557,
  "homo_energy_ev": -9.9,
  "elements": ["C", "O", "H", "H", "I", "H"],
  "coordinates": [[-0.947, 0.174, 0.155], [-1.932, -0.432, 0.284], [-0.935, 0.930, -0.658], [-0.010, 0.076, 0.682], [2.544, 0.396, -0.197], [1.281, -1.144, -0.266]],
  "nbo_charge": [0.2824, -0.4853, 0.0860, 0.1065, -0.1060, 0.1164]
}



{
  "formula": "CH3IS",
  "method": "ωB97M-V with the def2-TZVPD basis set",
  "de_lowest_kj_mol": 32.6,
  "lumo_energy_ev": 0.17,
  "charge": 0,
  "orbital_gap_ev": 9.475,
  "homo_energy_ev": -9.3,
  "elements": ["S", "C", "I", "H", "H", "H"],
  "coordinates": [[-1.000, 0.948, 0.697], [0.484, 0.189, -0.351], [2.424, 0.599, 0.362], [-1.115, 0.153, 1.780], [0.061, -0.781, -0.345], [0.409, 0.601, -1.438]],
  "nbo_charge": [-0.0875, -0.6727, 0.1545, 0.1334, 0.2237, 0.2485]
}



{
  "formula": "CH3IS",
  "method": "ωB97M-V with the def2-TZVPD basis set",
  "de_lowest_kj_mol": 204.9,
  "lumo_energy_ev": [-1.36, -1.40],
  "charge": 0,
  "orbital_gap_ev": [7.703, 7.633],
  "homo_energy_ev": [-9.1, -9.0],
  "elements": ["C", "S", "I", "H", "H", "H"],
  "coordinates": [[0.242, 0.462, -0.623], [-1.320, -1.302, 0.464], [2.107, 0.341, 0.466], [0.253, -0.167, -1.483], [-0.416, 1.307, -0.322], [-0.865, -0.641, 1.498]],
  "nbo_charge": [-0.4561, -0.2797, 0.1800, 0.2127, 0.2324, 0.1106]
}



{
  "formula": "CH3LuMgO2",
  "method": "ωB97M-V with the def2-TZVPD basis set",
  "de_lowest_kj_mol": 0.0,
  "multiplicity": 2,
  "s2": 0.7508,
  "lumo_energy_ev": [-6.02, -6.14],
  "charge": 1,
  "orbital_gap_ev": [4.145, 7.564],
  "homo_energy_ev": [-10.2, -13.7],
  "elements": ["O", "Lu", "O", "C", "Mg", "H", "H", "H"],
  "coordinates": [[-1.011, -2.416, 1.853], [-0.216, -1.704, 0.079], [0.663, 0.024, -0.753], [0.562, 1.351, -1.117], [-1.615, -2.530, 3.588], [-0.480, 1.730, -1.127], [1.116, 1.991, -0.401], [0.981, 1.555, -2.123]],
  "nbo_charge": [-1.7007, 2.4618, -1.0415, -0.2418, 0.9960, 0.1612, 0.1795, 0.1855]
}



{
  "formula": "CH3MgO2Rh",
  "method": "ωB97M-V with the def2-TZVPD basis set",
  "multiplicity": 5,
  "s2": 6.0056,
  "lumo_energy_ev": [0.05, -2.90],
  "charge": 0,
  "orbital_gap_ev": [7.872, 6.598],
  "homo_energy_ev": [-7.8, -9.5],
  "elements": ["O", "C", "O", "H", "H", "Mg", "Rh", "H"],
  "coordinates": [[-1.467, 0.056, -0.159], [-0.494, -0.908, -0.002], [0.741, -0.257, 0.275], [-0.387, -1.540, -0.912], [-0.718, -1.585, 0.851], [-0.190, 1.506, 0.103], [2.510, -0.518, -0.322], [0.005, 3.246, 0.167]],
  "nbo_charge": [-0.9863, 0.1982, -0.9699, 0.1281, 0.1400, 1.5599, 0.6083, -0.6782]
}



{
  "formula": "CH3MgO2Sc",
  "method": "ωB97M-V with the def2-TZVPD basis set",
  "lumo_energy_ev": -0.90,
  "charge": 0,
  "orbital_gap_ev": 6.320,
  "homo_energy_ev": -7.2,
  "elements": ["O", "C", "O", "H", "H", "Sc", "Mg", "H"],
  "coordinates": [[-1.333, 0.120, -0.041], [-0.563, -1.031, -0.024], [0.795, -0.692, 0.009], [-0.764, -1.658, -0.923], [-0.797, -1.654, 0.870], [0.163, 1.442, -0.016], [2.553, 0.060, -0.057], [-0.054, 3.413, 0.182]],
  "nbo_charge": [-0.9002, 0.2291, -1.1249, 0.1265, 0.1275, 1.6268, 0.5029, -0.5877]
}